No. 1
Below is C5H9NO in the gas phase, with properties calculated with ωB97M-V/def2-TZVPD.

The geometry in XYZ format:
```
16
Properties=species:S:1:pos:R:3:forces:R:3
C 2.075463 -0.361974 0.596900 0.05 -0.02 0.00
C 1.093783 0.475592 -0.208827 0.18 0.03 0.05
C 0.062177 -0.306758 -1.062872 0.06 -0.12 -0.19
N -0.982698 0.253819 -0.214856 0.01 0.03 0.19
C -2.355555 -0.118769 -0.020001 -0.21 0.03 0.03
C -0.127924 0.939074 0.605397 -0.12 0.11 0.14
O -0.320647 1.593715 1.602622 0.10 -0.21 -0.31
H 1.544412 -1.137235 1.161198 0.08 0.10 -0.07
H 2.613513 0.265831 1.312883 -0.07 -0.09 -0.08
H 2.808684 -0.854478 -0.051547 -0.11 0.10 0.08
H 1.597646 1.285717 -0.744457 -0.10 -0.10 0.07
H -0.013955 -0.012088 -2.116080 0.01 -0.05 0.15
H 0.153849 -1.399199 -0.991655 0.00 0.16 0.02
H -2.451530 -1.182835 0.233205 0.03 0.14 -0.04
H -2.743880 0.475217 0.812963 0.04 -0.10 -0.16
H -2.953342 0.084374 -0.914874 0.06 -0.01 0.12
```
Forces are in eV/Å.

For the energy above the lowest of the compared OMol25 structures with the same formula, charge and spin, the calculation gives 21.0 kcal per mole. Its SMILES is C[C@H]1CN(C)C1=O.

Results of the natural (NBO) charge analysis, in e, for atoms 1 through 6:
1. C -0.604
2. C -0.308
3. C -0.197
4. N -0.426
5. C -0.417
6. C 0.689

---

No. 2
Below is C5H9NO in the gas phase, with properties calculated with ωB97M-V/def2-TZVPD.

The geometry in XYZ format:
```
16
Properties=species:S:1:pos:R:3:forces:R:3
C 0.836530 2.221478 -0.072141 0.11 -0.02 -0.24
N 0.968940 1.270708 -0.896441 -0.11 0.38 0.24
C -0.191436 0.411537 -1.080922 -0.14 -0.05 -0.01
C 0.105490 -0.832998 -0.215047 0.14 -0.08 0.00
C -1.123811 -1.654483 0.183670 -0.05 -0.04 0.00
C 0.756164 -0.346222 1.066841 0.17 -0.20 0.22
O 1.784675 -0.754764 1.541258 -0.46 0.07 -0.14
H 1.717804 2.758498 0.276130 -0.06 0.14 -0.28
H -0.129835 2.514019 0.366142 0.10 -0.10 -0.05
H -0.290323 0.134731 -2.135755 0.01 0.00 0.20
H -1.130825 0.898013 -0.762959 0.15 -0.08 0.03
H 0.832290 -1.464327 -0.733921 -0.05 0.08 0.08
H -1.812691 -1.065247 0.802497 0.10 -0.05 -0.13
H -0.808525 -2.524105 0.770801 -0.09 0.12 -0.11
H -1.676602 -2.017234 -0.688033 0.09 0.10 0.07
H 0.162155 0.450397 1.577881 0.09 -0.25 0.12
```
Forces are in eV/Å.

For the energy above the lowest of the compared OMol25 structures with the same formula, charge and spin, the calculation gives 46.9 kcal per mole. Its SMILES is C=NC[C@H](C)C=O.

Results of the natural (NBO) charge analysis, in e, for atoms 1 through 6:
1. C -0.058
2. N -0.384
3. C -0.243
4. C -0.335
5. C -0.604
6. C 0.461

---

No. 3
Below is C5H9NO in the gas phase in a non-equilibrium geometry, with properties calculated with ωB97M-V/def2-TZVPD.

The geometry in XYZ format:
```
16
Properties=species:S:1:pos:R:3:forces:R:3
C 0.458399 -0.644070 1.626772 -0.02 -0.04 -0.02
C 1.026640 0.324829 0.620312 -0.05 0.11 0.23
N 1.745303 -0.227217 -0.528455 0.29 0.04 -0.08
C 0.492726 0.494874 -0.750870 -0.20 0.22 -0.03
C -0.639860 -0.328711 -1.294126 -0.02 -0.09 -0.03
C -2.044109 -0.071452 -0.920731 0.24 -0.30 -0.28
O -2.188508 0.920599 -0.056461 -0.38 -0.69 -0.58
H 0.116583 -1.563435 1.143050 0.05 0.14 0.06
H 1.219727 -0.921523 2.363807 -0.10 0.04 -0.10
H -0.387155 -0.191939 2.157303 0.13 -0.07 -0.07
H 1.438583 1.233778 1.059987 -0.03 -0.13 -0.06
H 2.545625 0.344873 -0.777762 -0.04 -0.05 0.06
H 0.551809 1.504073 -1.159234 0.07 -0.15 0.07
H -0.511671 -1.394106 -1.059042 0.13 0.07 -0.11
H -0.675420 -0.307755 -2.393280 0.17 -0.08 0.06
H -3.148672 0.827182 -0.031270 -0.22 0.98 0.87
```
Forces are in eV/Å.

For the energy above the lowest of the compared OMol25 structures with the same formula, charge and spin, the calculation gives 99.7 kcal per mole.

Results of the natural (NBO) charge analysis, in e, for atoms 1 through 6:
1. C -0.623
2. C -0.072
3. N -0.596
4. C -0.099
5. C -0.604
6. C 0.225

---

No. 4
Below is C5H9NO in the gas phase in a non-equilibrium geometry, with properties calculated with ωB97M-V/def2-TZVPD.

The geometry in XYZ format:
```
16
Properties=species:S:1:pos:R:3:forces:R:3
C 1.921671 -0.164372 -1.192620 0.09 -0.03 -0.01
C 0.457325 0.221004 -0.958813 -0.01 -0.03 -0.02
C -0.072587 -0.458045 0.305344 0.18 -0.10 -0.03
C -1.863471 -0.860308 2.054728 -0.36 0.20 -0.15
O -1.431524 -0.079739 0.557935 0.03 0.09 0.16
C 0.285574 1.674601 -0.802053 -0.17 0.97 0.16
N 0.088557 2.797544 -0.601716 0.20 -1.08 -0.19
H 1.998290 -1.249685 -1.309444 -0.01 0.16 0.02
H 2.541973 0.136918 -0.342851 -0.10 -0.03 -0.13
H 2.316396 0.308683 -2.094755 -0.07 -0.05 0.13
H -0.155802 -0.088307 -1.813217 0.07 0.05 0.10
H -0.092657 -1.541665 0.191049 0.02 0.13 -0.02
H 0.532014 -0.218479 1.184291 -0.05 -0.01 -0.11
H -2.334322 0.040352 2.499527 0.08 -0.17 0.00
H -2.727266 -1.400208 1.622003 0.15 0.06 0.10
H -1.464170 0.881706 0.700592 -0.05 -0.17 0.01
```
Forces are in eV/Å.

For the energy above the lowest of the compared OMol25 structures with the same formula, charge and spin, the calculation gives 118.5 kcal per mole.

Results of the natural (NBO) charge analysis, in e, for atoms 1 through 6:
1. C -0.592
2. C -0.358
3. C -0.044
4. C -0.515
5. O -0.563
6. C 0.269

---

No. 5
Below is C5H9NO in the gas phase, with properties calculated with ωB97M-V/def2-TZVPD.

The geometry in XYZ format:
```
16
Properties=species:S:1:pos:R:3:forces:R:3
C -0.269718 -0.733268 -1.413310 -0.01 0.05 -0.04
C -0.078245 -0.145625 -0.017976 0.00 -0.02 0.10
C -0.415336 -1.136265 1.088416 0.02 0.02 0.04
N 1.262077 0.464108 0.131078 -0.11 0.22 0.20
C 1.172833 1.605983 0.755779 0.35 -0.08 -0.29
C -0.882547 1.179072 0.120386 -0.53 0.05 0.11
O -1.833551 1.354567 0.842233 0.11 -0.23 -0.42
H -1.319674 -1.013191 -1.556114 0.20 0.04 0.06
H 0.342578 -1.630025 -1.565705 -0.07 0.15 0.06
H -0.008228 0.007528 -2.176763 -0.03 -0.11 0.04
H 0.128210 -2.083233 0.975365 -0.04 0.22 -0.05
H -1.489016 -1.349817 1.065496 0.18 0.06 -0.02
H -0.184528 -0.707209 2.066859 -0.03 0.00 -0.14
H 2.067072 0.072543 -0.362243 -0.11 0.11 0.10
H 2.078050 2.219451 0.727131 0.45 -0.35 0.10
H -0.569977 1.895381 -0.680631 -0.39 -0.13 0.16
```
Forces are in eV/Å.

For the energy above the lowest of the compared OMol25 structures with the same formula, charge and spin, the calculation gives 80.3 kcal per mole.

Results of the natural (NBO) charge analysis, in e, for atoms 1 through 6:
1. C -0.626
2. C 0.001
3. C -0.617
4. N -0.525
5. C -0.044
6. C 0.408

---

No. 6
Below is 2 unconnected molecules or ions with the total composition C5H9NO in a non-equilibrium geometry, with properties calculated with ωB97M-V/def2-TZVPD.

The geometry in XYZ format:
```
16
Properties=species:S:1:pos:R:3:forces:R:3
C -0.944727 1.217840 -0.133014 0.11 0.04 0.08
C 0.219565 1.597961 0.400184 -0.18 -0.05 -0.09
C 1.298573 0.669286 0.898996 0.01 -0.05 0.02
C 0.489760 3.012909 0.518455 0.20 1.02 0.08
N 0.711940 4.144481 0.629853 -0.17 -1.06 -0.10
H -1.667218 1.949886 -0.481306 0.13 -0.07 0.07
H -1.191966 0.162906 -0.207274 0.06 0.24 0.03
H 1.600267 0.938860 1.916851 -0.06 -0.02 -0.14
H 0.943971 -0.364160 0.888516 0.06 0.23 -0.01
H 2.190506 0.746732 0.266323 -0.12 0.03 0.09
C -0.503698 -2.352546 -1.130839 0.04 -0.12 -0.35
O -0.613908 -1.861643 0.192242 -0.18 -0.26 0.27
H 0.128798 -3.247976 -1.183276 -0.10 0.13 0.00
H -0.037113 -1.560394 -1.722890 -0.05 -0.13 0.06
H -1.484760 -2.578224 -1.568506 0.15 0.03 0.06
H -1.139991 -2.475919 0.715684 0.09 0.04 -0.06
```
Forces are in eV/Å.

For the energy above the lowest of the compared OMol25 structures with the same formula, charge and spin, the calculation gives 48.1 kcal per mole. Its SMILES is C=C(C)C#N.CO.

Results of the natural (NBO) charge analysis, in e, for atoms 1 through 6:
1. C -0.320
2. C -0.125
3. C -0.639
4. C 0.262
5. N -0.319
6. H 0.208